[1]
ORCA calculation (the ωB97M-V functional and the def2-TZVPD basis) on a cluster of 2 separate species, C5H17N2O in total.

The geometry in XYZ format:
```
25
Properties=species:S:1:pos:R:3:forces:R:3:nbo_charge:R:1
N 0.197 0.539 1.904 -0.098 0.247 -0.260 -0.727
C 0.701 1.675 1.067 -0.057 0.123 -0.145 -0.236
C 1.760 1.092 0.124 -0.263 -0.288 -0.032 -0.241
N 1.222 -0.153 -0.430 -0.064 0.187 -0.073 -0.667
C 0.352 0.029 -1.616 -0.025 -0.205 0.216 -0.224
C -0.757 -1.011 -1.664 0.005 -0.176 0.032 -0.399
C -0.229 -2.442 -1.763 -0.169 0.339 0.128 -0.613
H 0.349 -0.275 1.256 0.046 -0.076 0.124 0.460
H 0.717 0.441 2.772 0.021 -0.143 -0.041 0.427
H -0.813 0.633 2.110 -0.017 -0.076 0.126 0.472
H -0.147 2.062 0.507 -0.056 -0.039 -0.001 0.219
H 1.070 2.471 1.707 0.109 -0.020 -0.014 0.235
H 2.048 1.816 -0.641 -0.024 0.097 0.123 0.219
H 2.631 0.832 0.713 0.367 0.052 0.067 0.212
H 1.981 -0.783 -0.650 -0.020 -0.076 0.037 0.393
H 0.945 -0.023 -2.533 0.003 0.150 -0.007 0.200
H -0.094 1.021 -1.545 0.035 0.102 -0.133 0.190
H -1.405 -0.797 -2.516 0.049 0.034 -0.021 0.222
H -1.381 -0.906 -0.773 -0.038 0.017 0.068 0.185
H 0.390 -2.540 -2.653 0.034 -0.189 -0.043 0.212
H -1.055 -3.151 -1.813 0.081 -0.035 -0.103 0.229
H 0.365 -2.698 -0.884 0.071 -0.047 -0.037 0.198
H -3.144 1.475 2.319 0.044 0.063 -0.020 0.503
H -3.133 -0.011 2.663 0.065 -0.062 -0.007 0.504
O -2.570 0.702 2.341 -0.102 0.022 0.016 -0.972
```
Forces are in eV/Å.

Computed properties:
HOMO energy   -13.42 eV
Orbital gap   10.6 eV
Relative energy (zero: lowest compared OMol25 entry of this formula, charge and spin)   14.8 kJ/mol
E_LUMO   -2.9 eV
Electronic energy   -10482.7808 eV
Total charge   +1

***

[2]
ORCA calculation (the ωB97M-V functional and the def2-TZVPD basis) on a structure of composition C3H19LiN6O7 at a distorted geometry.

The geometry in XYZ format:
```
36
Properties=species:S:1:pos:R:3:forces:R:3:nbo_charge:R:1
Li 0.261 -0.474 0.413 -0.319 1.280 -0.007 0.963
O -0.199 2.469 0.449 -0.366 -0.809 0.030 -1.381
H -0.883 3.144 0.624 0.396 -0.675 -0.048 0.417
O -2.364 -1.595 2.292 0.350 -0.213 -0.193 -0.952
H -3.289 -1.348 2.279 -0.244 0.160 -0.145 0.482
H -2.079 -1.411 3.187 0.076 0.082 0.234 0.471
O 2.817 -1.537 2.371 -0.352 -0.004 -0.227 -0.953
H 2.811 -2.373 2.839 -0.024 -0.231 0.100 0.472
H 3.624 -1.108 2.656 0.190 0.261 -0.004 0.483
O -3.371 1.577 -1.720 -0.389 -0.306 -0.126 -0.962
H -2.562 1.706 -1.224 0.542 0.193 0.387 0.494
H -3.344 2.249 -2.401 0.038 0.159 -0.107 0.465
C -1.193 -3.766 -2.726 2.427 1.805 -0.674 0.760
O -0.343 -2.975 -2.298 -0.723 -0.380 0.247 -0.699
N -1.923 -4.589 -2.036 -2.074 -2.239 4.201 -0.818
N -1.433 -3.968 -4.009 -0.263 0.064 -3.521 -0.821
H -2.566 -5.279 -2.397 0.326 0.413 -0.180 0.391
H -1.873 -4.568 -1.027 0.099 0.124 -0.237 0.402
H -0.984 -3.451 -4.751 -0.025 0.019 0.477 0.410
H -2.171 -4.602 -4.281 0.298 0.324 -0.118 0.378
C 4.713 0.471 -3.555 -2.943 0.863 3.262 0.738
O 4.143 1.223 -2.775 0.265 0.573 0.096 -0.669
N 4.401 -0.798 -3.625 -0.788 -3.902 -0.586 -0.824
N 5.671 0.784 -4.352 3.553 2.120 -2.684 -0.822
H 3.725 -1.237 -3.016 0.180 0.356 -0.290 0.412
H 4.940 -1.354 -4.274 -0.487 -0.400 0.467 0.366
H 6.075 1.697 -4.203 0.041 -0.246 -0.509 0.415
H 6.015 0.133 -5.043 0.195 0.579 0.231 0.384
C -2.424 4.263 4.980 1.435 0.983 -3.220 0.749
O -2.538 5.096 4.064 -0.664 -0.452 1.791 -0.665
N -1.575 3.245 4.821 1.022 -1.439 -1.021 -0.840
N -2.954 4.235 6.178 -1.970 1.394 2.214 -0.837
H -1.350 3.122 3.844 0.442 -0.621 0.146 0.428
H -1.532 2.507 5.510 0.222 -0.004 -0.607 0.365
H -2.891 3.399 6.740 -0.186 0.740 0.130 0.389
H -3.355 5.116 6.466 -0.280 -0.570 0.491 0.410
```
Forces are in eV/Å.

Computed properties:
HOMO energy   -6.11 eV
Orbital gap   5.6 eV
E_LUMO   -0.5 eV
Electronic energy   -26896.9248 eV

***

[3]
ORCA calculation (the ωB97M-V functional and the def2-TZVPD basis) on a structure of composition C4H5I at a distorted geometry.

The geometry in XYZ format:
```
10
Properties=species:S:1:pos:R:3:forces:R:3:nbo_charge:R:1
C 0.710 0.514 -0.224 1.941 -0.228 -0.581 -0.107
C -0.407 0.863 -0.879 -0.349 0.748 0.430 -0.248
C 0.048 -0.309 0.835 -0.646 -2.372 -0.356 -0.486
C -1.166 -0.040 -0.051 -0.799 2.028 2.368 -0.021
I -2.798 1.236 1.571 0.931 -1.088 -1.462 -0.256
H 1.796 0.540 -0.434 -0.757 0.463 -0.036 0.217
H -0.795 1.498 -1.656 0.590 0.009 -0.404 0.236
H 0.150 -1.463 0.753 0.753 1.819 0.781 0.207
H 0.052 0.097 1.858 -0.123 -0.367 -0.551 0.253
H -1.581 -0.866 -0.544 -1.542 -1.011 -0.188 0.204
```
Forces are in eV/Å.

Computed properties:
HOMO energy   -8.90 eV
Orbital gap   8.3 eV
Relative energy (zero: lowest compared OMol25 entry of this formula, charge and spin)   128.9 kJ/mol
E_LUMO   -0.6 eV
Electronic energy   -12326.7335 eV

***

[4]
ORCA calculation (the ωB97M-V functional and the def2-TZVPD basis) on the molecule C20H29ClN2O5S.

The geometry in XYZ format:
```
58
Properties=species:S:1:pos:R:3:forces:R:3:nbo_charge:R:1
C -0.961 -4.401 0.386 -0.001 0.056 0.021 -0.638
C -1.624 -3.059 0.342 0.115 0.142 0.296 -0.047
C -2.456 -2.707 -0.706 -0.050 0.315 0.129 -0.212
C -3.092 -1.471 -0.737 0.024 -0.038 0.125 -0.035
C -2.943 -0.605 0.331 -0.373 0.457 -0.003 -0.354
C -2.095 -0.929 1.375 0.227 -0.247 0.337 -0.291
C -1.407 -2.134 1.379 -0.363 0.091 -0.471 0.358
O -0.488 -2.481 2.332 -0.111 -0.257 -0.057 -0.515
C 0.112 -1.425 3.056 0.061 0.296 0.204 -0.161
C 0.762 -0.387 2.127 -0.108 -0.453 0.127 0.660
O 0.813 0.793 2.403 -0.053 0.331 0.272 -0.632
N 1.255 -0.927 1.001 0.268 -0.341 -0.307 -0.625
H 1.168 -1.921 0.861 -0.133 0.041 0.160 0.402
C 1.768 -0.150 -0.109 0.110 0.452 -0.145 -0.062
C 0.867 -0.305 -1.340 -0.062 -0.120 0.170 -0.411
C 0.972 -1.699 -1.954 0.184 0.240 -0.212 -0.394
C 2.422 -2.031 -2.294 -0.119 -0.251 0.201 -0.402
C 3.296 -1.941 -1.046 0.095 0.257 -0.248 -0.400
C 3.211 -0.545 -0.433 -0.091 -0.103 0.163 -0.402
H 3.614 0.181 -1.141 0.048 0.058 -0.039 0.205
H 3.811 -0.496 0.477 0.014 0.095 -0.005 0.216
H 4.334 -2.160 -1.303 0.005 -0.087 0.090 0.215
H 2.975 -2.690 -0.319 0.025 -0.116 0.062 0.185
H 2.484 -3.034 -2.721 0.038 0.017 -0.089 0.209
H 2.789 -1.325 -3.042 0.038 0.023 -0.092 0.197
H 0.358 -1.739 -2.856 -0.094 -0.079 0.035 0.217
H 0.576 -2.443 -1.261 -0.071 -0.111 0.026 0.185
H 1.162 0.440 -2.080 -0.008 0.080 -0.061 0.212
H -0.170 -0.104 -1.062 -0.018 0.106 0.016 0.216
H 1.746 0.890 0.236 0.001 -0.155 -0.075 0.235
H 0.885 -1.898 3.670 -0.102 0.108 -0.053 0.221
H -0.596 -0.919 3.720 0.084 -0.006 -0.129 0.207
H -2.016 -0.215 2.178 0.124 0.030 0.193 0.261
S -3.773 0.992 0.461 -0.089 0.263 -0.510 2.334
O -3.861 1.299 1.856 0.390 -0.052 0.157 -0.942
O -4.967 0.995 -0.322 0.239 -0.047 -0.038 -0.918
N -2.717 2.072 -0.212 -0.732 -0.348 0.271 -0.859
H -2.580 1.967 -1.205 -0.177 -0.164 -0.291 0.412
C -1.513 2.351 0.532 0.549 0.340 0.186 -0.259
H -0.808 1.510 0.508 0.034 0.112 0.075 0.193
C -0.807 3.594 -0.005 -0.322 -0.090 0.478 0.104
C 0.333 4.051 0.912 -0.066 -0.079 -0.238 -0.439
H -0.001 4.783 1.642 -0.039 0.003 0.076 0.223
C 1.344 4.615 -0.083 -0.171 -0.141 -0.126 -0.428
H 2.366 4.598 0.288 0.055 0.042 0.005 0.219
C 1.144 3.682 -1.275 0.386 0.084 -0.082 -0.059
H 1.372 4.150 -2.236 0.040 -0.063 0.072 0.188
O -0.226 3.320 -1.278 -0.209 -0.120 -0.051 -0.549
H 1.764 2.781 -1.167 -0.012 0.059 -0.038 0.154
H 1.079 5.637 -0.356 0.041 0.037 -0.010 0.204
H 0.745 3.189 1.439 0.026 -0.036 0.055 0.230
H -1.555 4.388 -0.142 0.075 -0.063 0.049 0.180
H -1.825 2.519 1.564 0.216 0.044 0.019 0.235
Cl -4.039 -1.031 -2.098 -0.044 -0.290 -0.556 0.048
H -2.606 -3.392 -1.525 -0.012 -0.085 -0.114 0.230
H -0.914 -4.843 -0.606 0.018 -0.052 -0.061 0.221
H -1.529 -5.067 1.034 0.021 -0.111 0.056 0.234
H 0.040 -4.325 0.804 0.081 -0.069 -0.024 0.224
```
Forces are in eV/Å.

Computed properties:
HOMO energy   -8.90 eV
SMILES   Cc1cc(Cl)c(S(=O)(=O)NC[C@H]2CCCO2)cc1OCC(=O)NC1CCCCC1
Orbital gap   9.4 eV
Relative energy (zero: lowest compared OMol25 entry of this formula, charge and spin)   0.0 kJ/mol
E_LUMO   0.5 eV
Electronic energy   -57786.5981 eV